C52H84F21N14O14S4 | wB97M-V/def2-TZVPD

Output
* HOMO-LUMO gap: 7.0 eV
* total charge: +1
* E_tot: -7541.23696 hartree

CARTESIAN COORDINATES (ANGSTROEM)
C1 -1.23920 -4.13030 2.79588
C2 -0.95456 -4.83851 1.49167
N1 -1.43430 -6.31324 1.46423
C3 -0.67727 -7.41614 1.75530
C4 -1.39335 -8.47142 1.36456
N2 -2.61045 -8.07259 0.86733
C5 -2.57796 -6.76896 0.90367
C6 -3.63843 -8.91414 0.34296
H1 -1.39889 -4.81996 3.70731
H2 -2.17484 -3.58788 2.79164
H3 -0.45081 -3.39583 3.00079
H4 0.06676 -4.93089 1.12021
H5 -1.55957 -4.42003 0.68222
H6 0.35102 -7.41601 2.07668
H7 -1.10092 -9.50582 1.39848
H8 -3.30597 -6.09555 0.42469
H9 -3.89394 -9.65413 1.04022
H10 -3.18949 -9.34103 -0.52635
H11 -4.50008 -8.37617 -0.00712
C7 -7.45348 2.27269 -0.33692
C8 -5.92674 2.12049 -0.51951
N3 -5.11304 3.17476 0.19940
C9 -4.35180 3.11318 1.37418
C10 -3.93138 4.38389 1.70474
N4 -4.37388 5.18450 0.68895
C11 -5.06882 4.46991 -0.17064
C12 -4.20020 6.59864 0.54462
H12 -7.73122 2.18642 0.73167
H13 -7.90086 1.41494 -0.85633
H14 -7.92865 3.21311 -0.67859
H15 -5.63027 2.14966 -1.56694
H16 -5.49826 1.23649 -0.10368
H17 -4.29039 2.23186 1.94567
H18 -3.19588 4.77449 2.33067
H19 -5.51094 4.85643 -1.04541
H20 -3.15191 6.76726 0.24618
H21 -4.39527 7.22830 1.41142
H22 -4.87303 6.83208 -0.26933
C13 1.47760 1.84907 6.00984
C14 2.16239 0.50312 5.70345
N5 2.11011 0.14041 4.25515
C15 1.10538 -0.42407 3.57053
C16 1.39697 -0.37246 2.27268
N6 2.55922 0.33416 2.13300
C17 2.98517 0.64328 3.34423
C18 3.37940 0.53521 0.89490
H23 1.90188 2.66419 5.44866
H24 1.54193 2.07149 7.08347
H25 0.39175 1.75369 5.79912
H26 1.72255 -0.36783 6.21459
H27 3.21871 0.74059 6.00607
H28 0.28049 -0.91138 4.07584
H29 0.87330 -0.58786 1.40189
H30 3.90705 1.15461 3.55277
H31 4.30082 -0.08137 0.91554
H32 3.75417 1.55001 0.89540
H33 2.76776 0.39358 0.04449
C19 -1.11360 5.92734 5.45232
C20 -1.91116 5.42255 4.24358
N7 -2.22861 3.97338 4.28714
C21 -1.63606 3.06223 3.45107
C22 -2.21903 1.86956 3.56960
N8 -3.15713 2.00568 4.59576
C23 -3.10750 3.28666 5.03822
C24 -4.09398 0.95321 5.09331
H34 -0.74966 6.95243 5.23199
H35 -0.28367 5.25217 5.62877
H36 -1.77569 5.92822 6.29707
H37 -1.44386 5.47230 3.32970
H38 -2.85389 5.95648 4.18189
H39 -1.00943 3.36472 2.62116
H40 -2.09578 0.91406 3.02129
H41 -3.73325 3.74931 5.77517
H42 -4.25204 1.08982 6.13448
H43 -3.60973 0.04362 4.86106
H44 -4.98395 0.82768 4.54478
C25 0.81919 -4.83287 -4.67563
C26 1.69565 -4.64889 -5.98044
N9 2.59055 -3.47616 -5.97911
C27 3.96381 -3.47638 -6.03772
C28 4.30138 -2.15890 -6.06182
N10 3.18619 -1.34076 -6.01176
C29 2.17225 -2.21014 -5.94286
C30 3.15983 0.11711 -5.88385
H45 1.44424 -5.13068 -3.80565
H46 0.08697 -5.60999 -4.85355
H47 0.27142 -3.96076 -4.28266
H48 0.97523 -4.63094 -6.81479
H49 2.34841 -5.47767 -6.05403
H50 4.52419 -4.35906 -5.90155
H51 5.32836 -1.79261 -6.08556
H52 1.17058 -2.01601 -5.77769
H53 3.48239 0.42538 -4.83461
H54 2.17383 0.51104 -6.17350
H55 4.00058 0.42324 -6.49715
C31 -1.22035 2.25426 -4.59026
C32 -0.77478 3.68431 -4.36999
N11 0.57379 3.83109 -3.69756
C33 1.73153 3.10538 -3.90064
C34 2.65125 3.56163 -3.08351
N12 2.09837 4.61386 -2.40527
C35 0.85023 4.72909 -2.81368
C36 2.99159 5.45130 -1.56092
H56 -2.25347 2.28976 -4.88233
H57 -1.08634 1.63368 -3.68772
H58 -0.70220 1.76484 -5.39436
H59 -1.48728 4.21262 -3.79504
H60 -0.66322 4.27855 -5.28243
H61 1.71736 2.36556 -4.67858
H62 3.69457 3.23218 -2.89413
H63 0.13946 5.40807 -2.56153
H64 3.55536 6.24965 -2.06241
H65 3.74122 4.77642 -1.14718
H66 2.46243 5.86307 -0.72523
C37 3.49495 -8.60031 1.92219
F1 3.38036 -9.84075 2.46351
F2 2.75187 -7.73872 2.61249
F3 4.84018 -8.31615 2.12583
S1 3.19749 -8.52231 0.08624
O1 4.08215 -9.51359 -0.44903
O2 1.75378 -8.69168 -0.02461
N13 3.74737 -7.04295 -0.25336
S2 2.86158 -5.69009 -0.24650
O3 2.55236 -5.34512 -1.59868
O4 1.76309 -5.62896 0.63197
C38 4.24460 -4.53452 0.33754
F4 4.04497 -3.16561 0.23465
F5 4.31082 -4.70017 1.68732
F6 5.40044 -4.78139 -0.24347
C39 1.71154 -1.80646 -2.15452
F7 1.10510 -2.76746 -1.49286
F8 2.58650 -1.22368 -1.37848
F9 2.46148 -2.38734 -3.09666
S3 0.43222 -0.62972 -2.88379
O5 1.21838 0.23540 -3.73103
O6 -0.64491 -1.36349 -3.40512
N14 0.03734 0.17476 -1.58968
S4 -1.16965 0.21337 -0.71040
O7 -2.40977 0.44633 -1.39937
O8 -1.17653 -0.67491 0.42219
C40 -0.80019 1.94268 -0.17692
F10 0.41432 1.96888 0.44076
F11 -0.63310 2.68309 -1.30311
F12 -1.69445 2.43914 0.65278
C41 6.01371 1.22020 -3.17279
O9 6.26345 -0.15185 -3.14049
O10 4.70112 1.50918 -3.38334
C42 6.45553 1.66458 -1.72480
F13 7.79914 1.84108 -1.73768
F14 5.79331 2.79377 -1.21922
F15 6.25325 0.75991 -0.78987
C43 5.16597 -0.98250 -2.75640
C44 5.61059 -2.42610 -2.69058
H67 6.29447 -2.57192 -1.85033
H68 4.69918 -2.97530 -2.52106
H69 6.06982 -2.68523 -3.63281
H70 4.34370 -0.78525 -3.40538
H71 4.87714 -0.64359 -1.76167
H72 6.70917 1.72786 -3.87436
C45 -4.20228 -0.82584 1.64620
O11 -4.91920 -0.57992 0.38022
O12 -4.18402 0.37048 2.35758
C46 -5.03457 -1.89756 2.48047
F16 -4.64782 -2.03931 3.75695
F17 -6.36741 -1.49508 2.51223
F18 -5.01479 -3.10292 1.90175
C47 -4.86009 -1.51295 -0.72009
C48 -6.00989 -1.12520 -1.59119
H73 -6.88545 -1.53734 -1.17390
H74 -6.04588 -0.05667 -1.45785
H75 -5.91225 -1.53042 -2.60025
H76 -4.88364 -2.57347 -0.44450
H77 -3.91859 -1.25062 -1.22712
H78 -3.22460 -1.31824 1.36645
C49 -0.01865 5.55561 1.01429
O13 1.10667 5.99239 1.87237
O14 -1.07865 5.12249 1.63334
C50 -0.40414 6.78602 0.22554
F19 -1.20795 6.27810 -0.74357
F20 -1.07530 7.81352 0.77373
F21 0.73266 7.29404 -0.31222
C51 1.29088 5.18384 3.01448
C52 1.86816 3.85176 2.52649
H79 1.14317 3.32542 1.95438
H80 2.79004 4.06099 1.92403
H81 2.12449 3.24849 3.42087
H82 0.37056 4.98933 3.62325
H83 2.00507 5.66326 3.66272
H84 0.46459 4.83608 0.28657

C52H88O45 | wB97M-V/def2-TZVPD

Output
* HOMO-LUMO gap: 10.6 eV
* E_tot: -5419.99123 hartree

CARTESIAN COORDINATES (ANGSTROEM)
C1 -10.34782 5.72861 2.67289
C2 -9.02073 6.33668 2.23540
O1 -9.28837 7.58584 1.64195
C3 -10.56525 7.82792 1.79447
O2 -11.13300 8.86653 1.50246
O3 -11.21850 6.76533 2.39476
H1 -10.44791 5.55195 3.74381
H2 -10.56136 4.79965 2.14417
H3 -8.59242 5.65149 1.50385
H4 -8.36035 6.35138 3.10244
C4 -20.45990 10.84624 5.80400
C5 -20.88069 12.27057 5.65216
O4 -19.99124 12.69557 4.67357
C6 -18.90822 11.91247 4.57455
O5 -17.95951 12.17590 3.93394
O6 -19.17950 10.80713 5.30801
H5 -21.12344 10.15981 5.27806
H6 -20.46435 10.68062 6.88133
H7 -20.67209 12.81635 6.57232
H8 -21.91113 12.40878 5.32475
C7 -14.16626 11.72722 1.52944
C8 -12.80208 11.87824 2.12589
O7 -12.77332 11.11645 3.31326
C9 -13.88549 10.28232 3.38268
O8 -14.11455 9.39841 4.22559
O9 -14.66152 10.68486 2.30444
H9 -14.15620 11.49554 0.46440
H10 -14.79296 12.60431 1.69089
H11 -12.72075 12.93299 2.38851
H12 -11.87256 11.63076 1.61320
C10 -19.28389 4.80581 6.67757
C11 -19.04950 3.73531 5.68640
O10 -20.29041 3.23562 5.32987
C12 -21.22174 3.68351 6.20604
O11 -22.39462 3.34170 6.28237
O12 -20.64027 4.52876 7.08195
H13 -19.19276 5.80253 6.24590
H14 -18.56617 4.53707 7.45265
H15 -18.43355 2.92739 6.08134
H16 -18.46806 3.98345 4.79845
C13 -16.39565 3.50831 9.28169
C14 -17.34756 2.72889 10.24318
O13 -17.43308 1.48633 9.54471
C15 -17.25118 1.64692 8.29590
O14 -17.37736 0.79778 7.40712
O15 -16.71704 2.87603 8.05646
H17 -15.32184 3.39085 9.42742
H18 -16.69089 4.55300 9.37949
H19 -18.32790 3.19888 10.32158
H20 -16.92296 2.51423 11.22385
C16 -12.77371 3.39086 7.57855
C17 -11.50303 3.31579 8.41735
O16 -10.51374 2.97256 7.50505
C18 -11.08615 2.47935 6.40867
O17 -10.46118 1.81813 5.54148
O18 -12.37483 2.63523 6.40602
H21 -13.10879 4.40062 7.34144
H22 -13.67187 2.90802 7.96364
H23 -11.59757 2.53790 9.17503
H24 -11.30152 4.29632 8.84867
C19 -14.38642 13.51246 5.00959
C20 -14.86310 12.30672 5.79067
O19 -15.21188 12.91395 7.00390
C21 -15.32829 14.24281 6.83651
O20 -15.86016 14.98357 7.67944
O21 -14.91676 14.59718 5.69587
H25 -14.93439 13.49631 4.06748
H26 -13.32242 13.53616 4.77414
H27 -14.02434 11.61124 5.76114
H28 -15.74301 11.84832 5.33930
C22 -11.04658 8.37892 5.47550
C23 -11.00934 9.73317 6.05714
O22 -12.16367 9.80439 6.87678
C24 -12.60055 8.61784 7.14365
O23 -13.42925 8.34841 8.03002
O24 -12.06414 7.77869 6.25491
H29 -10.10346 7.83304 5.50121
H30 -11.34018 8.58491 4.44620
H31 -10.98697 10.46236 5.24728
H32 -10.11490 9.88198 6.66205
C25 -19.90757 8.13975 8.82457
C26 -20.79978 6.97977 9.22722
O25 -21.32761 7.12199 10.50686
C27 -22.65374 7.04234 10.68397
O26 -23.49990 6.92713 9.78370
O27 -22.91430 7.10906 11.94490
C28 -24.11533 6.60483 12.40012
H33 -19.12933 8.46228 9.51626
H34 -20.39976 9.01158 8.39358
H35 -19.32389 7.82775 7.95851
H36 -20.10571 6.14256 9.30123
H37 -21.50477 6.76756 8.42344
H38 -25.01552 7.14809 12.11268
H39 -23.95243 6.65085 13.47690
H40 -24.27889 5.58974 12.03826
C29 -19.35476 6.91626 3.01555
C30 -20.28646 8.16720 3.19772
O28 -21.56066 7.69083 3.75534
C31 -21.74839 7.44913 5.07462
O29 -20.98272 7.63444 6.02355
O30 -22.97725 7.00589 5.17878
C32 -23.61786 6.92039 6.49014
H41 -19.81207 6.04143 2.55335
H42 -19.18647 6.61273 4.04883
H43 -18.44251 7.08716 2.44398
H44 -20.58054 8.67686 2.28018
H45 -19.86988 8.91611 3.87126
H46 -23.26132 7.65915 7.20792
H47 -23.47680 5.98450 7.03080
H48 -24.67322 7.15555 6.35228
C33 -20.17435 2.34684 1.50910
C34 -18.67557 2.76748 1.34079
O31 -18.05525 1.98493 2.29848
C35 -16.98638 2.54995 2.97298
O32 -16.49919 3.66134 2.85848
O33 -16.68366 1.71678 3.88818
C36 -15.64489 1.99694 4.84935
H49 -20.48012 2.93048 2.37741
H50 -20.34195 1.27756 1.63815
H51 -20.87434 2.60076 0.71309
H52 -18.74112 3.85412 1.39564
H53 -18.39008 2.50792 0.32136
H54 -15.62366 1.10360 5.47352
H55 -15.84340 2.94278 5.35341
H56 -14.80851 2.19632 4.17941
C37 -17.75777 4.02963 14.03230
C38 -17.95755 5.54978 14.06057
O34 -16.91889 6.16496 13.37787
C39 -17.07120 6.32336 12.04662
O35 -17.91103 5.76432 11.33090
O36 -16.03492 7.00699 11.58579
C40 -15.84126 7.18318 10.18958
H57 -16.75972 3.74421 14.36472
H58 -17.76765 3.82622 12.96149
H59 -18.58690 3.49378 14.49438
H60 -17.86423 5.96396 15.06449
H61 -18.97239 5.72283 13.70245
H62 -15.36393 6.25594 9.87259
H63 -15.21328 8.01113 9.86060
H64 -16.72943 7.41977 9.60368
C41 -16.69069 9.35173 6.77129
C42 -17.12093 8.13216 5.88868
O37 -16.05093 7.27116 5.53105
C43 -15.69655 6.26362 6.32586
O38 -16.32368 5.89933 7.32413
O39 -14.58752 5.56964 5.75266
C44 -14.11948 5.62547 4.38135
H65 -15.66986 9.66320 6.54993
H66 -16.58123 9.02625 7.80578
H67 -17.39426 10.18363 6.80327
H68 -17.67212 8.39906 4.98698
H69 -17.85907 7.53713 6.42643
H70 -14.24586 6.65678 4.05190
H71 -14.63116 4.97161 3.67512
H72 -13.03262 5.54751 4.40879
C45 -16.02734 6.82248 0.52630
C46 -14.64660 7.45204 0.50680
O40 -14.20700 7.52640 -0.77550
C47 -14.50502 8.53079 -1.53422
O41 -14.74166 9.68130 -1.22796
O42 -14.38396 8.03887 -2.76413
C48 -14.75364 8.79775 -3.91105
H73 -16.80899 7.40149 0.03448
H74 -16.23863 6.76568 1.59412
H75 -16.03663 5.78493 0.19239
H76 -14.01205 6.81213 1.11994
H77 -14.54766 8.42742 0.98318
H78 -13.91027 9.45424 -4.12514
H79 -15.68032 9.35724 -3.78327
H80 -14.86512 8.10569 -4.74574
C49 -12.59973 -0.33345 3.54006
C50 -12.26948 1.03540 3.02299
O43 -12.88345 1.30498 1.74875
C51 -13.30614 2.54772 1.45563
O44 -13.20934 3.49226 2.17721
O45 -13.76089 2.47218 0.17482
C52 -14.47569 3.49346 -0.48681
H81 -13.67616 -0.44964 3.66613
H82 -12.13338 -0.46177 4.51687
H83 -12.19706 -1.07727 2.85254
H84 -11.17948 1.03346 3.02691
H85 -12.51541 1.71413 3.83965
H86 -14.70674 3.17734 -1.50406
H87 -13.91457 4.42516 -0.41479
H88 -15.49140 3.49012 -0.09130